#w
{
  "formula": "C3H11N3O",
  "method": "the ωB97M-V functional and the def2-TZVPD basis",
  "spin_multiplicity": 1,
  "homo_lumo_gap_ev": 8.5,
  "smiles": "CN(N)N=O.CC",
  "e_homo_ev": -8.85,
  "elements": ["C", "N", "N", "N", "O", "H", "H", "H", "H", "H", "C", "C", "H", "H", "H", "H", "H", "H"],
  "positions_angstrom": [[0.66, 2.43, -0.01], [-0.01, 1.14, -0.05], [-1.40, 1.29, 0.15], [0.33, 0.41, -1.47], [-0.60, -0.18, -1.92], [1.74, 2.29, -0.05], [0.43, 2.97, 0.92], [0.36, 3.08, -0.85], [-1.89, 1.36, -0.74], [-1.75, 0.46, 0.62], [0.91, -1.52, 0.35], [-0.36, -2.34, 0.45], [1.53, -1.61, 1.25], [1.54, -1.85, -0.48], [0.59, -0.29, 0.42], [-0.90, -2.12, 1.37], [-1.02, -2.11, -0.39], [-0.16, -3.42, 0.42]]
}

#x
{
  "formula": "C3H11N3O",
  "method": "the ωB97M-V functional and the def2-TZVPD basis",
  "spin_multiplicity": 1,
  "homo_lumo_gap_ev": 9.0,
  "smiles": "[H]/N=C(\\N)NCC.O",
  "e_homo_ev": -8.23,
  "elements": ["H", "N", "C", "N", "N", "C", "C", "H", "H", "H", "H", "H", "H", "H", "H", "O", "H", "H"],
  "positions_angstrom": [[1.03, 0.85, 3.26], [0.65, 0.00, 2.70], [0.28, 0.39, 1.49], [0.56, 1.62, 0.99], [-0.26, -0.49, 0.57], [-1.33, -0.18, -0.41], [-1.96, -1.57, -0.67], [0.20, 2.04, 0.13], [0.72, 2.27, 1.74], [-0.01, -1.42, 0.77], [-2.02, 0.54, -0.03], [-0.83, 0.25, -1.37], [-1.29, -2.25, -1.20], [-2.19, -2.16, 0.21], [-2.95, -1.39, -1.18], [2.69, 0.44, -2.45], [3.38, -0.11, -1.99], [3.33, 1.17, -2.57]]
}

Verdict on stability: #w comes out at the bottom.

#w
{
  "formula": "C39H78O39",
  "method": "the ωB97M-V functional and the def2-TZVPD basis",
  "spin_multiplicity": 1,
  "homo_lumo_gap_ev": 10.5,
  "e_homo_ev": -10.42,
  "elements": ["C", "O", "C", "O", "O", "C", "H", "H", "H", "H", "H", "H", "C", "O", "C", "O", "O", "C", "H", "H", "H", "H", "H", "H", "C", "O", "C", "O", "O", "C", "H", "H", "H", "H", "H", "H", "C", "O", "C", "O", "O", "C", "H", "H", "H", "H", "H", "H", "C", "O", "C", "O", "O", "C", "H", "H", "H", "H", "H", "H", "C", "O", "C", "O", "O", "C", "H", "H", "H", "H", "H", "H", "C", "O", "C", "O", "O", "C", "H", "H", "H", "H", "H", "H", "C", "O", "C", "O", "O", "C", "H", "H", "H", "H", "H", "H", "C", "O", "C", "O", "O", "C", "H", "H", "H", "H", "H", "H", "C", "O", "C", "O", "O", "C", "H", "H", "H", "H", "H", "H", "C", "O", "C", "O", "O", "C", "H", "H", "H", "H", "H", "H", "C", "O", "C", "O", "O", "C", "H", "H", "H", "H", "H", "H", "C", "O", "C", "O", "O", "C", "H", "H", "H", "H", "H", "H"],
  "positions_angstrom": [[7.14, 8.70, 1.88], [8.46, 8.59, 1.87], [9.21, 9.02, 2.78], [8.88, 9.69, 3.72], [10.50, 8.74, 2.50], [11.61, 9.02, 3.31], [6.83, 9.74, 1.98], [6.78, 8.11, 2.73], [6.79, 8.31, 0.93], [11.87, 10.08, 3.39], [12.47, 8.53, 2.88], [11.43, 8.53, 4.27], [0.04, 4.41, 6.70], [0.35, 5.66, 7.34], [0.99, 6.60, 6.57], [0.82, 6.69, 5.33], [1.82, 7.25, 7.33], [2.72, 8.28, 6.77], [-0.16, 3.60, 7.40], [0.89, 4.04, 6.12], [-0.78, 4.73, 6.07], [3.78, 8.14, 7.02], [2.36, 9.26, 7.06], [2.69, 8.24, 5.68], [-0.94, 4.06, -6.14], [0.35, 3.78, -6.58], [0.60, 2.92, -7.68], [-0.28, 2.14, -8.16], [1.88, 3.20, -8.13], [2.20, 2.60, -9.33], [-0.94, 4.21, -5.06], [-1.64, 3.22, -6.23], [-1.39, 4.90, -6.67], [1.41, 2.71, -10.07], [2.32, 1.53, -9.16], [3.10, 3.06, -9.74], [-8.83, -9.73, -1.18], [-10.04, -10.22, -0.58], [-10.99, -10.80, -1.29], [-10.89, -10.95, -2.49], [-11.99, -11.26, -0.43], [-12.93, -12.21, -0.89], [-8.82, -8.66, -1.39], [-8.66, -10.40, -2.02], [-7.99, -9.86, -0.49], [-13.26, -12.57, 0.08], [-12.39, -12.88, -1.57], [-13.66, -11.66, -1.49], [9.71, 6.79, -9.36], [8.76, 6.14, -8.51], [8.97, 5.95, -7.24], [10.06, 6.03, -6.67], [7.73, 5.71, -6.74], [7.66, 5.09, -5.46], [9.73, 7.84, -9.07], [9.37, 6.62, -10.39], [10.64, 6.29, -9.10], [8.34, 4.25, -5.52], [6.67, 4.71, -5.17], [8.03, 5.82, -4.74], [-1.52, -7.98, 3.58], [-2.28, -8.71, 4.53], [-2.06, -8.54, 5.89], [-1.19, -7.79, 6.44], [-3.08, -9.18, 6.58], [-3.17, -8.90, 8.00], [-0.47, -8.26, 3.62], [-1.50, -6.89, 3.60], [-1.94, -8.01, 2.57], [-3.55, -7.88, 8.10], [-2.24, -9.05, 8.55], [-3.72, -9.60, 8.63], [-5.69, 3.55, 2.69], [-6.64, 3.04, 3.62], [-7.52, 2.10, 3.32], [-7.54, 1.41, 2.29], [-8.34, 1.99, 4.34], [-9.38, 1.03, 4.32], [-5.12, 4.38, 3.10], [-6.15, 3.89, 1.76], [-4.93, 2.80, 2.51], [-10.10, 1.21, 3.52], [-9.78, 0.89, 5.33], [-9.06, 0.00, 4.15], [8.64, 0.27, 0.00], [7.85, 1.25, 0.67], [7.82, 1.32, 2.00], [8.46, 0.63, 2.71], [6.95, 2.27, 2.35], [6.88, 2.69, 3.71], [8.88, 0.56, -1.03], [8.21, -0.73, 0.08], [9.65, 0.25, 0.39], [5.98, 3.29, 3.83], [7.70, 3.34, 3.98], [6.82, 1.85, 4.41], [1.21, 9.79, -3.74], [1.09, 9.66, -2.32], [-0.06, 9.96, -1.66], [-1.13, 10.05, -2.21], [0.25, 10.22, -0.36], [-0.73, 10.63, 0.60], [1.92, 9.00, -3.99], [1.62, 10.75, -4.07], [0.21, 9.60, -4.13], [-0.98, 11.70, 0.57], [-0.25, 10.44, 1.55], [-1.54, 9.90, 0.64], [-2.65, -1.12, -0.52], [-1.90, -0.02, -1.01], [-0.94, 0.42, -0.28], [-0.63, 0.12, 0.86], [-0.38, 1.46, -0.90], [0.65, 2.18, -0.26], [-3.49, -1.46, -1.12], [-3.04, -0.84, 0.46], [-2.10, -2.04, -0.35], [1.52, 1.59, 0.03], [0.17, 2.70, 0.57], [0.96, 3.09, -0.78], [-4.67, -3.54, 5.19], [-5.99, -3.94, 5.55], [-6.58, -4.81, 4.72], [-6.15, -5.11, 3.58], [-7.78, -5.06, 5.22], [-8.76, -5.81, 4.46], [-4.30, -2.84, 5.94], [-4.72, -2.99, 4.25], [-3.96, -4.34, 4.99], [-9.04, -5.20, 3.59], [-9.68, -6.07, 4.99], [-8.35, -6.68, 3.96], [-4.50, -12.72, -6.50], [-4.07, -11.70, -5.55], [-3.26, -10.73, -5.83], [-2.56, -10.65, -6.84], [-3.43, -9.79, -4.93], [-2.74, -8.52, -4.99], [-4.14, -12.65, -7.52], [-5.56, -12.53, -6.66], [-4.35, -13.76, -6.19], [-3.31, -7.82, -5.60], [-1.75, -8.64, -5.43], [-2.61, -8.18, -3.96], [4.63, -4.82, 0.85], [4.78, -4.47, -0.54], [3.73, -4.29, -1.36], [2.51, -4.49, -1.12], [4.18, -3.71, -2.49], [3.25, -3.16, -3.40], [4.53, -3.91, 1.44], [5.65, -5.01, 1.20], [4.01, -5.65, 1.21], [2.67, -2.35, -2.97], [2.56, -3.96, -3.65], [3.72, -2.70, -4.28]]
}

#x
{
  "formula": "C39H78O39",
  "method": "the ωB97M-V functional and the def2-TZVPD basis",
  "spin_multiplicity": 1,
  "homo_lumo_gap_ev": 10.7,
  "e_homo_ev": -10.35,
  "elements": ["C", "O", "C", "O", "O", "C", "H", "H", "H", "H", "H", "H", "C", "O", "C", "O", "O", "C", "H", "H", "H", "H", "H", "H", "C", "O", "C", "O", "O", "C", "H", "H", "H", "H", "H", "H", "C", "O", "C", "O", "O", "C", "H", "H", "H", "H", "H", "H", "C", "O", "C", "O", "O", "C", "H", "H", "H", "H", "H", "H", "C", "O", "C", "O", "O", "C", "H", "H", "H", "H", "H", "H", "C", "O", "C", "O", "O", "C", "H", "H", "H", "H", "H", "H", "C", "O", "C", "O", "O", "C", "H", "H", "H", "H", "H", "H", "C", "O", "C", "O", "O", "C", "H", "H", "H", "H", "H", "H", "C", "O", "C", "O", "O", "C", "H", "H", "H", "H", "H", "H", "C", "O", "C", "O", "O", "C", "H", "H", "H", "H", "H", "H", "C", "O", "C", "O", "O", "C", "H", "H", "H", "H", "H", "H", "C", "O", "C", "O", "O", "C", "H", "H", "H", "H", "H", "H"],
  "positions_angstrom": [[8.88, 13.05, 17.52], [9.18, 12.10, 16.50], [9.79, 10.93, 16.65], [10.02, 10.49, 17.77], [10.17, 10.52, 15.44], [11.04, 9.42, 15.29], [9.70, 13.76, 17.66], [8.69, 12.56, 18.47], [8.02, 13.66, 17.24], [11.87, 9.58, 15.97], [11.39, 9.36, 14.25], [10.57, 8.47, 15.53], [17.54, 14.39, 15.91], [16.83, 13.30, 15.32], [15.82, 12.74, 16.01], [15.53, 12.99, 17.18], [15.16, 11.88, 15.20], [14.05, 11.20, 15.67], [16.92, 15.02, 16.54], [18.01, 15.09, 15.21], [18.35, 13.98, 16.52], [14.26, 10.85, 16.68], [13.94, 10.39, 14.95], [13.18, 11.85, 15.57], [6.90, 11.24, 14.21], [6.56, 12.67, 14.38], [6.65, 13.51, 13.39], [7.24, 13.25, 12.35], [5.91, 14.62, 13.58], [5.95, 15.66, 12.67], [6.20, 10.69, 13.58], [6.90, 10.67, 15.13], [7.93, 11.22, 13.85], [5.94, 15.42, 11.61], [6.92, 16.14, 12.77], [5.30, 16.54, 12.77], [4.62, 16.12, 22.74], [5.65, 16.45, 21.74], [5.54, 16.05, 20.49], [4.60, 15.53, 19.91], [6.70, 16.37, 19.92], [6.88, 16.29, 18.50], [4.45, 15.06, 22.92], [3.65, 16.49, 22.40], [4.75, 16.53, 23.74], [7.91, 16.27, 18.13], [6.40, 17.18, 18.11], [6.46, 15.35, 18.15], [14.68, 8.16, 13.27], [15.34, 7.51, 14.35], [14.60, 6.99, 15.42], [13.41, 7.19, 15.59], [15.43, 6.35, 16.30], [14.93, 5.50, 17.32], [13.84, 8.76, 13.61], [14.40, 7.33, 12.62], [15.39, 8.78, 12.73], [15.75, 4.92, 17.76], [14.28, 4.72, 16.94], [14.40, 6.01, 18.12], [12.60, 12.53, 19.60], [12.64, 13.96, 19.98], [11.45, 14.57, 20.30], [10.35, 14.07, 20.61], [11.68, 15.82, 20.28], [10.71, 16.75, 20.64], [13.23, 12.00, 20.32], [13.04, 12.33, 18.63], [11.59, 12.14, 19.64], [11.24, 17.70, 20.69], [10.32, 16.60, 21.65], [9.79, 16.69, 20.06], [3.17, 12.02, 21.19], [4.54, 12.27, 21.38], [5.10, 12.63, 22.51], [4.54, 12.71, 23.61], [6.43, 12.98, 22.31], [7.02, 13.08, 21.04], [3.07, 11.05, 21.68], [2.92, 11.82, 20.15], [2.41, 12.75, 21.46], [6.25, 13.29, 20.30], [7.53, 12.22, 20.60], [7.64, 13.98, 20.98], [12.51, 2.51, 18.14], [12.34, 3.89, 18.24], [11.06, 4.46, 18.41], [10.02, 3.82, 18.65], [11.14, 5.80, 18.12], [10.01, 6.64, 18.09], [11.96, 2.02, 18.95], [13.58, 2.36, 18.09], [12.17, 2.06, 17.21], [10.24, 7.57, 17.57], [9.55, 6.80, 19.07], [9.15, 6.19, 17.61], [10.35, 14.00, 13.82], [11.42, 13.87, 14.77], [11.81, 14.88, 15.51], [11.26, 15.98, 15.69], [12.89, 14.50, 16.15], [13.45, 15.38, 17.07], [9.39, 13.68, 14.22], [10.59, 13.34, 12.99], [10.21, 14.97, 13.33], [12.81, 15.50, 17.94], [13.59, 16.32, 16.52], [14.44, 14.96, 17.28], [5.26, 9.73, 18.01], [4.71, 10.73, 17.17], [4.99, 12.02, 17.29], [5.75, 12.52, 18.11], [4.23, 12.69, 16.41], [3.94, 14.08, 16.52], [4.76, 9.76, 18.98], [6.34, 9.75, 18.16], [5.11, 8.74, 17.58], [3.29, 14.33, 15.68], [4.79, 14.77, 16.51], [3.42, 14.22, 17.47], [8.18, 16.73, 15.37], [6.77, 17.24, 15.49], [6.33, 18.40, 14.80], [6.98, 19.08, 14.06], [5.05, 18.52, 15.14], [4.34, 19.67, 14.72], [8.24, 15.78, 15.89], [8.86, 17.35, 15.95], [8.63, 16.61, 14.39], [3.32, 19.42, 15.04], [4.24, 19.90, 13.66], [4.73, 20.47, 15.36], [15.26, 5.27, 9.43], [14.47, 5.57, 10.56], [13.08, 5.47, 10.49], [12.42, 4.93, 9.61], [12.58, 6.11, 11.54], [11.21, 6.46, 11.69], [15.11, 4.22, 9.20], [16.27, 5.36, 9.82], [15.15, 6.04, 8.67], [11.06, 7.29, 11.01], [11.06, 6.83, 12.71], [10.48, 5.70, 11.42], [13.58, 13.65, 12.34], [14.04, 12.48, 11.74], [13.20, 11.43, 11.60], [12.04, 11.26, 12.04], [13.87, 10.53, 10.84], [13.21, 9.31, 10.36], [14.07, 14.48, 11.84], [14.06, 13.79, 13.31], [12.53, 13.87, 12.50], [12.24, 9.61, 9.95], [13.02, 8.56, 11.12], [13.69, 8.89, 9.48]]
}

Verdict on stability: #w comes out at the bottom.

#w
{
  "formula": "CH2O3S",
  "method": "the ωB97M-V functional and the def2-TZVPD basis",
  "spin_multiplicity": 1,
  "homo_lumo_gap_ev": 9.1,
  "e_homo_ev": -10.16,
  "elements": ["C", "O", "O", "O", "S", "H", "H"],
  "positions_angstrom": [[0.20, 0.44, -0.51], [2.39, -1.05, -0.96], [0.60, -2.36, 0.06], [-0.89, 0.01, -1.06], [1.20, -1.08, -0.12], [1.55, -0.35, 1.25], [-1.57, 0.76, -1.04]]
}

#x
{
  "formula": "CH2O3S",
  "method": "the ωB97M-V functional and the def2-TZVPD basis",
  "spin_multiplicity": 1,
  "homo_lumo_gap_ev": 8.5,
  "e_homo_ev": -9.62,
  "elements": ["C", "O", "O", "O", "S", "H", "H"],
  "positions_angstrom": [[0.21, 0.25, -1.18], [0.75, -0.34, -2.15], [-0.19, -0.79, 0.64], [0.46, 1.44, -0.72], [-1.00, -0.51, -2.27], [-0.20, -1.74, 0.24], [0.01, 1.57, 0.13]]
}

Verdict on stability: #w comes out at the bottom.